Formula: C12H15N
Source: the Open Molecules 2025 dataset
Level of theory: ωB97M-V with the def2-TZVPD basis set

Geometry (Å):
C: 0.37 3.05 -0.09
C: 0.28 1.45 -0.16
C: -0.80 0.63 -0.11
C: -2.25 0.87 0.22
C: -0.25 -0.81 -0.03
C: -0.70 -1.41 1.25
C: -0.81 -1.57 -1.27
C: 1.21 -0.61 -0.05
C: 2.25 -1.44 -0.13
C: 3.57 -0.85 -0.14
C: 3.74 0.48 0.20
N: 2.69 1.34 0.23
C: 1.53 0.78 -0.04
H: 1.42 3.11 0.24
H: -0.33 3.44 0.58
H: 0.36 3.53 -1.17
H: -2.55 0.73 1.23
H: -2.91 0.33 -0.41
H: -2.46 1.94 0.15
H: -1.77 -1.67 1.11
H: -0.51 -0.72 2.09
H: -0.33 -2.35 1.38
H: 0.01 -2.13 -1.73
H: -1.13 -0.75 -2.01
H: -1.62 -2.23 -1.11
H: 2.13 -2.48 -0.13
H: 4.38 -1.47 -0.17
H: 4.77 0.93 0.33

Values from the calculation:
SMILES ... CC1=C(C)C(C)(C)c2cccnc21
Total energy ... -14175.8532 eV

=====

Formula: C42H110N6O13
Source: the Open Molecules 2025 dataset
Level of theory: ωB97M-V with the def2-TZVPD basis set

Geometry (Å):
C: 13.74 4.30 3.78
O: 12.84 4.95 4.67
C: 12.95 6.36 4.65
C: 12.06 6.87 5.77
C: 10.56 6.70 5.46
N: 12.37 8.25 6.20
H: 13.42 4.46 2.74
H: 13.67 3.24 3.97
H: 14.71 4.79 3.93
H: 13.97 6.73 4.86
H: 12.60 6.76 3.68
H: 12.20 6.25 6.66
H: 10.02 7.22 6.25
H: 10.22 5.67 5.35
H: 10.31 7.13 4.48
H: 11.58 8.62 6.74
H: 12.20 8.81 5.34
C: 18.86 10.99 4.08
O: 18.25 9.91 4.74
C: 17.28 10.33 5.69
C: 16.00 9.52 5.49
C: 15.39 9.93 4.11
N: 15.04 9.87 6.61
H: 19.39 10.66 3.20
H: 19.54 11.49 4.79
H: 18.11 11.74 3.79
H: 17.70 10.01 6.65
H: 17.04 11.39 5.61
H: 16.28 8.47 5.43
H: 16.07 9.61 3.30
H: 15.30 11.02 3.97
H: 14.44 9.45 3.89
H: 14.19 9.33 6.38
H: 14.72 10.81 6.32
C: 16.79 13.55 1.03
O: 18.02 12.91 0.90
C: 17.96 11.52 0.74
C: 17.52 11.14 -0.66
C: 17.43 9.63 -0.77
N: 18.50 11.61 -1.65
H: 16.28 13.29 1.98
H: 16.11 13.49 0.16
H: 16.84 14.65 1.17
H: 18.95 11.16 1.02
H: 17.26 11.10 1.49
H: 16.51 11.52 -0.88
H: 17.20 9.19 -1.73
H: 16.64 9.25 -0.11
H: 18.35 9.14 -0.42
H: 19.22 10.92 -1.80
H: 18.90 12.48 -1.32
C: 13.68 7.30 -3.28
O: 13.55 6.70 -4.55
C: 12.73 5.56 -4.50
C: 13.54 4.36 -3.99
N: 12.71 3.19 -3.89
C: 12.12 2.94 -2.59
C: 11.28 4.03 -2.03
O: 12.08 4.95 -1.37
C: 11.36 6.12 -1.03
H: 14.51 7.99 -3.28
H: 13.86 6.57 -2.48
H: 12.75 7.83 -3.03
H: 12.49 5.29 -5.53
H: 11.82 5.81 -3.95
H: 13.99 4.54 -3.01
H: 14.33 4.29 -4.73
H: 13.17 2.34 -4.18
H: 12.84 2.54 -1.85
H: 11.43 2.10 -2.76
H: 10.51 3.63 -1.36
H: 10.79 4.52 -2.89
H: 12.05 6.85 -0.61
H: 10.47 5.95 -0.42
H: 11.02 6.63 -1.96
C: 26.19 4.82 -2.86
O: 25.07 5.64 -3.18
C: 24.45 5.34 -4.43
C: 23.04 5.90 -4.40
N: 22.54 5.91 -5.77
C: 21.22 6.48 -5.92
C: 20.19 5.56 -5.24
O: 18.86 5.95 -5.62
C: 18.08 6.49 -4.62
H: 26.58 4.28 -3.74
H: 25.87 3.99 -2.21
H: 26.93 5.44 -2.39
H: 24.42 4.26 -4.65
H: 25.04 5.79 -5.24
H: 23.11 6.91 -4.01
H: 22.42 5.20 -3.84
H: 22.78 5.10 -6.31
H: 20.98 6.51 -6.99
H: 21.26 7.48 -5.51
H: 20.29 5.77 -4.17
H: 20.32 4.51 -5.49
H: 17.13 6.88 -4.97
H: 18.59 7.34 -4.14
H: 17.91 5.75 -3.82
C: 16.36 0.09 -2.40
O: 15.97 1.21 -3.16
C: 16.86 2.29 -3.12
C: 17.92 2.30 -4.24
N: 17.35 2.07 -5.54
C: 16.71 3.23 -6.20
C: 15.62 2.72 -7.12
O: 14.73 1.92 -6.35
C: 13.52 1.69 -6.90
H: 17.34 -0.27 -2.76
H: 15.64 -0.70 -2.58
H: 16.42 0.26 -1.32
H: 17.27 2.52 -2.12
H: 16.23 3.20 -3.23
H: 18.63 1.52 -3.90
H: 18.46 3.23 -4.09
H: 16.62 1.37 -5.48
H: 17.40 3.89 -6.73
H: 16.19 3.83 -5.44
H: 16.05 2.15 -7.96
H: 15.10 3.59 -7.54
H: 12.75 2.47 -6.77
H: 13.02 0.85 -6.41
H: 13.59 1.49 -7.97
C: 21.53 2.54 -2.64
C: 20.56 3.28 -1.78
C: 20.49 2.73 -0.36
O: 20.91 4.66 -1.81
H: 22.56 2.59 -2.25
H: 21.57 2.97 -3.64
H: 21.24 1.49 -2.74
H: 19.55 3.21 -2.22
H: 21.50 2.62 0.04
H: 20.06 1.73 -0.37
H: 19.88 3.42 0.23
H: 20.46 5.22 -1.16
C: 16.71 6.56 2.08
C: 16.84 5.63 0.90
C: 15.85 4.47 0.98
O: 16.71 6.51 -0.23
H: 15.68 6.80 2.36
H: 17.22 7.52 1.94
H: 17.20 6.16 2.98
H: 17.84 5.15 0.86
H: 15.97 3.69 0.23
H: 14.87 4.93 0.76
H: 15.75 4.03 1.97
H: 16.47 6.07 -1.05
C: 20.90 2.49 3.48
C: 19.88 3.45 4.05
C: 20.15 4.10 5.41
O: 19.43 4.44 3.09
H: 20.62 2.37 2.43
H: 20.77 1.54 4.00
H: 21.93 2.83 3.49
H: 18.92 2.94 4.18
H: 21.00 3.68 5.96
H: 19.29 3.96 6.06
H: 20.34 5.18 5.34
H: 20.17 4.75 2.54
C: 16.73 1.06 3.11
C: 16.25 0.34 4.37
C: 15.61 1.10 5.46
O: 15.52 -0.87 4.07
H: 15.86 1.16 2.44
H: 17.41 0.43 2.52
H: 17.24 2.02 3.16
H: 17.21 -0.06 4.79
H: 16.11 2.04 5.67
H: 15.58 0.44 6.33
H: 14.55 1.30 5.25
H: 15.95 -1.43 3.43

Values from the calculation:
SMILES ... COC[C@H](C)N.COC[C@H](C)N.COC[C@H](C)N.COCCNCCOC.COCCNCCOC.COCCNCCOC.CC(C)O.CC(C)O.CC(C)O.CC(C)O
Total energy ... -80887.7312 eV

=====

Formula: C4H6N2O
Source: the Open Molecules 2025 dataset
Level of theory: ωB97M-V with the def2-TZVPD basis set

Geometry (Å):
H: -1.54 2.19 -0.12
N: -1.23 1.38 -0.66
C: -1.43 0.30 -0.06
O: -1.00 -0.89 -0.60
C: 0.30 -1.35 -0.20
C: 1.04 -0.23 0.53
C: 1.39 0.86 -0.38
N: 1.36 1.77 -1.10
H: -1.99 0.20 0.88
H: 0.81 -1.70 -1.11
H: 0.20 -2.21 0.48
H: 0.24 0.22 1.15
H: 1.85 -0.55 1.18

Values from the calculation:
SMILES ... [H]/N=C/OCCC#N
Total energy ... -9270.9115 eV

=====

Formula: C18H21BrCaI2N5O4S2
Source: the Open Molecules 2025 dataset
Level of theory: ωB97M-V with the def2-TZVPD basis set

Geometry (Å):
Ca: -0.08 0.06 -0.07
C: -3.18 -2.88 -4.36
C: -2.08 -2.92 -3.34
C: -1.40 -4.09 -3.02
C: -0.40 -4.08 -2.07
C: -0.11 -2.87 -1.47
Br: 1.24 -2.76 -0.14
N: -0.72 -1.73 -1.76
C: -1.69 -1.76 -2.68
H: -3.34 -3.86 -4.80
H: -2.95 -2.18 -5.16
H: -4.12 -2.56 -3.90
H: -1.67 -5.02 -3.51
H: 0.14 -4.97 -1.79
H: -2.18 -0.81 -2.88
C: 4.78 1.45 -0.03
O: 4.01 1.47 1.19
C: 2.74 1.17 1.08
O: 2.18 0.83 0.05
N: 2.09 1.27 2.27
N: 0.75 0.90 2.30
H: 5.78 1.76 0.26
H: 4.35 2.15 -0.75
H: 4.79 0.45 -0.44
H: 2.59 1.53 3.10
H: 0.16 1.67 2.60
H: 0.60 0.12 2.94
O: -5.30 1.31 1.91
C: -5.07 0.07 2.37
C: -6.09 -0.55 3.09
C: -5.92 -1.83 3.58
C: -4.73 -2.52 3.37
C: -3.72 -1.91 2.66
C: -3.86 -0.61 2.15
C: -2.73 -0.03 1.40
O: -1.68 -0.74 1.22
N: -2.89 1.20 0.95
N: -1.81 1.70 0.23
C: -1.94 2.94 -0.09
S: -0.72 3.72 -1.09
C: -1.24 5.39 -0.63
C: -2.76 5.38 -0.55
S: -3.29 3.93 0.41
H: -4.50 1.60 1.42
H: -7.01 0.00 3.24
H: -6.73 -2.29 4.14
H: -4.60 -3.52 3.76
H: -2.79 -2.42 2.48
H: -0.89 6.08 -1.40
H: -0.80 5.67 0.33
H: -3.20 5.33 -1.55
H: -3.14 6.27 -0.04
I: 1.08 0.81 -3.51
I: 1.12 3.22 -4.60

Values from the calculation:
Total energy ... -160999.7123 eV
Net charge ... +1

=====

Results for energy above the lowest of the compared OMol25 structures with the same formula, charge and spin: 2.296, 1.858, 2.590, 0.000 (in eV, following the order of the records).